Molecular formula: C20H28CsN2O
Method: DFT, wB97M-V/def2-TZVPD

```
! wB97M-V def2-TZVPD RIJCOSX def2/J DEFGRID3
* xyz 1 1
Cs 0.36714 0.48609 0.05682
C 0.73011 -1.33852 4.37031
C 1.61839 -0.77682 3.28301
C 2.25683 -1.63649 2.37416
C 1.91186 -3.10998 2.37080
C 3.22503 -1.12651 1.49687
C 4.05948 -2.02318 0.61290
C 3.48075 0.25220 1.45847
C 4.57503 0.78116 0.56252
C 2.74162 1.12164 2.26674
C 2.96102 2.61581 2.15804
C 1.83579 0.60546 3.20418
C 1.11586 1.56419 4.12566
H -0.33245 -1.15924 4.18437
H 0.96864 -0.88060 5.32875
H 0.86724 -2.40819 4.49230
H 2.56225 -3.69026 3.02957
H 1.99881 -3.53621 1.37495
H 0.88798 -3.27856 2.69712
H 5.10625 -1.98758 0.92288
H 4.03788 -1.70454 -0.43146
H 3.75519 -3.06216 0.65244
H 5.43887 0.11922 0.57429
H 4.91239 1.76517 0.87402
H 4.26010 0.86168 -0.48364
H 3.85030 2.93139 2.70932
H 2.12331 3.18381 2.55462
H 3.10582 2.91968 1.12082
H 1.81576 2.23126 4.62983
H 0.53790 1.05353 4.88738
H 0.41912 2.20263 3.57369
C -1.17110 2.25083 -4.37772
C -1.25537 2.42124 -2.88551
O -0.41616 1.94141 -2.12359
N -2.28267 3.16677 -2.43127
C -2.48201 3.48867 -1.02543
C -3.35944 2.47809 -0.31995
C -4.73909 2.63171 -0.27659
C -5.50203 1.65707 0.34143
C -4.86297 0.56157 0.90128
C -3.48395 0.50013 0.81998
N -2.73538 1.43073 0.22343
H -0.70736 1.29752 -4.61428
H -0.53006 3.04039 -4.77399
H -2.14603 2.31438 -4.85750
H -2.92875 3.54371 -3.10366
H -2.92944 4.48104 -0.97283
H -1.50774 3.52839 -0.54327
H -5.20319 3.50529 -0.71567
H -6.57873 1.75098 0.39112
H -5.42129 -0.22033 1.39579
H -2.95195 -0.33658 1.26212
*
```

Output
E_HOMO = -11.20 eV
F_max = 0.4 eV Å⁻¹
Calculated total energy = -983.6836 Ha

natural (NBO) population analysis, charges in e, atoms 1 to 4: number 1, Cs, carries 0.976; number 2, C, carries -0.646; number 3, C, carries -0.019; number 4, C, carries -0.018